Entry 1:
108
Properties=species:S:1:pos:R:3:mulliken_charge:R:1 method="wB97M-V/def2-TZVPD" de_lowest_kj_mol=0.0 gap_ev=6.8 e_tot_ev=-148316.25720 charge=+3
H 1.13966 -5.16610 1.60684 0.417
C -4.52708 0.19118 -0.67849 -1.317
C -1.83341 -2.67686 -3.74039 -0.338
C -3.59955 -3.06567 -1.00817 -0.223
C 1.54370 -3.29034 0.60041 0.607
C -1.30170 3.16921 1.22968 -0.736
C 3.70579 2.38972 4.29377 -0.903
H -2.15223 1.50168 4.07779 0.478
C 1.90092 -0.14431 -4.94364 -1.006
C 0.06839 -1.45277 2.86283 0.056
C 1.70263 3.66211 2.84190 -0.610
H -0.54656 4.26707 -3.52928 -0.062
C -3.33128 0.39876 -1.37366 0.650
H 2.46644 1.99039 -0.33000 0.252
C -3.48981 3.81385 1.97890 -0.817
H -4.38675 4.40730 1.86302 0.511
H 2.73518 5.47831 3.29686 0.505
Ge 0.10043 -2.07090 1.00086 -1.093
H 4.14343 -2.75396 -1.55684 0.589
H 3.27869 1.46316 -4.59720 0.544
H -3.70434 3.70786 -2.09763 0.640
C 1.68292 2.27621 3.00456 0.943
C 2.69234 1.63624 3.72089 -0.683
C -2.17397 -2.13664 -6.05883 -0.655
H 0.91736 4.17856 2.30580 0.397
C -0.05198 -1.01804 5.63368 -1.018
H 4.08747 -1.63218 1.35116 0.442
C 2.88015 -5.25768 0.36628 -0.734
C 1.78534 -4.61931 0.93190 -0.635
P -2.05970 -0.87588 -1.65325 3.759
H -4.24153 -2.72749 -1.81364 0.642
C -0.01230 -2.51960 3.75802 -0.040
C 2.67893 0.68409 -4.14671 -0.737
C -1.87245 -3.06468 -5.07072 -1.015
C -2.43239 -0.81578 -5.71826 -0.785
B 0.49242 4.22202 -2.90510 0.966
H -2.53393 4.61994 0.23034 0.608
C -2.10398 -1.35066 -3.39648 1.016
C 3.71950 -4.59575 -0.52949 -0.927
H -4.82649 -4.76546 -0.56666 0.499
H 4.47822 1.89613 4.86841 0.474
H 6.13938 2.08038 1.83867 0.474
H 4.55719 -5.12247 -0.96643 0.480
F -2.13107 -0.07222 1.19704 -0.705
H 0.56972 -1.82929 -5.00382 0.589
C -1.91846 -3.98464 0.98169 -0.204
P 1.95259 -0.91036 -0.45536 2.453
C -2.44496 -2.34572 -0.69244 0.314
C -3.01687 1.68998 -1.83944 -0.267
C 3.49172 -3.27196 -0.86386 -0.219
C -0.08445 -2.30803 5.12888 -0.988
Hf -0.92543 0.84876 0.02900 -0.399
H -2.67488 -0.09400 -6.48640 0.502
H -2.12427 1.86271 -2.43380 0.558
H -0.00793 -3.54326 3.40034 0.213
C 5.29181 1.52516 1.45892 -0.753
C -3.07907 -4.68361 0.67689 -1.016
H -0.15324 -3.15395 5.79967 0.493
H -0.10059 -0.84673 6.70038 0.501
H 4.37082 3.24759 0.56546 0.544
P 0.33803 1.28731 2.32240 3.839
H -4.17239 2.87158 3.78236 0.506
C 3.22938 1.47037 0.23344 0.055
H -1.60544 -3.41318 -2.98051 0.414
H 1.89181 -0.00022 -6.01603 0.475
H -5.85062 3.30131 -0.93595 0.505
N 0.17090 2.00346 -1.41512 -0.721
C 2.72668 4.40247 3.40788 -0.914
H 0.61458 -2.17195 -2.56396 0.541
H -1.26965 -4.38717 1.75155 0.179
C 0.07022 0.05318 4.76331 -0.156
C 3.15595 0.08497 0.42500 0.650
H 0.58169 5.10547 -2.08288 -0.053
C 3.72414 3.76802 4.13864 -0.644
C -5.12879 2.50152 -1.03739 -0.847
H -4.76082 -0.78246 -0.27013 0.464
C 1.15459 -1.17006 -4.37696 -0.569
C -2.21954 2.18960 3.24582 -1.250
H -1.67836 -4.09580 -5.33380 0.449
C 2.70277 0.51019 -2.77323 -0.852
C -5.41901 1.23587 -0.52497 -0.818
C 1.93096 -0.50072 -2.19792 1.055
H 3.33792 1.14085 -2.17039 0.490
C -3.92942 2.73333 -1.68378 -1.141
H -0.44175 3.37849 0.58875 0.901
H -2.62096 0.61121 -4.14853 0.427
C 4.13446 -0.56394 1.18630 -0.863
C -2.46200 3.92771 1.05868 -0.769
C -3.92536 -4.22167 -0.31806 -1.056
H 3.08014 -6.29144 0.61541 0.482
H 4.51059 4.35334 4.59613 0.468
H 0.14728 1.05747 5.16389 0.641
H -6.35763 1.06390 -0.01495 0.516
H 5.96408 -0.34365 2.27119 0.480
C -3.36484 2.95093 3.06645 -0.756
C 5.19715 0.16185 1.69998 -1.075
C 0.12084 -0.15080 3.38272 0.316
C -1.59152 -2.80291 0.31659 0.086
C -1.16467 2.31501 2.34825 0.329
C 4.30227 2.18194 0.73804 -1.094
H -3.31301 -5.59407 1.21232 0.500
C 0.35413 2.95447 -2.08137 -0.137
C 2.40085 -2.63441 -0.27821 -0.408
H -2.21588 -2.44499 -7.09487 0.448
H 1.45929 4.11915 -3.61296 -0.067
H 2.68852 0.56159 3.84909 0.485
C 1.16908 -1.35079 -3.00606 -0.842
C -2.39717 -0.41838 -4.39094 -0.899

=====

Entry 2:
84
Properties=species:S:1:pos:R:3:lowdin_spin:R:1 method="wB97M-V/def2-TZVPD" s_squared=2.016 de_lowest_kj_mol=127.0 multiplicity=3 gap_ev="4.6 / 6.1" e_tot_ev=-164476.00806 charge=-2
C 2.22089 -1.29989 1.11134 0.004
H -0.35389 -0.49310 2.93975 0.000
H 1.98291 5.41764 -3.28212 -0.001
N 1.03905 -0.76809 1.43300 0.015
H -4.73632 1.74267 -4.16178 0.001
H -0.72252 -0.62646 -3.14187 0.002
O -1.16618 1.03598 4.64036 0.000
H -3.31752 0.67435 -0.26268 0.001
C -4.97743 -6.72539 1.39030 0.000
C 1.42832 3.87434 -1.82327 0.002
H 2.54997 1.73111 4.78231 0.000
H 1.25325 2.78060 5.37110 0.000
F 2.90720 -3.64202 -1.72969 0.000
N -1.99317 1.71469 -1.43441 0.020
B 1.60101 -3.15308 -1.87676 0.000
C -2.37514 -4.10739 0.90107 0.001
C -2.77045 2.38582 -3.60602 0.000
C -3.18099 1.13761 -1.23311 0.014
H 5.19092 1.47890 -4.79295 0.000
H -5.54844 -5.43169 -0.86154 0.000
N -0.80824 -0.69398 -0.98991 0.020
N -2.06130 -2.49840 -0.87061 0.008
H 3.63648 3.54462 3.62537 0.000
C -3.93448 -4.02636 -0.94039 0.001
C -1.79715 2.37267 -2.60095 0.024
H -1.47378 -3.74416 1.37522 0.000
C 1.89815 2.56527 4.50967 0.000
Ti -0.00192 1.20557 -0.36866 1.543
H -4.26815 -3.56396 -1.85913 0.000
C 2.35722 0.88732 -3.02343 0.000
H -2.55563 2.89589 -4.53651 0.000
C -4.23482 -5.62942 0.82272 0.001
C 2.84152 1.49710 0.45128 0.131
C 0.62629 -0.89054 2.69758 0.003
C 1.31354 4.64332 -2.93628 -0.005
H 6.04988 2.00866 -2.52859 0.000
C -3.09748 -5.14194 1.46242 0.000
H -1.40400 -1.47137 0.89327 0.001
H -5.14404 0.65942 -1.93337 0.000
H -2.77967 -5.58050 2.39835 0.000
C 2.83180 1.17781 -1.74731 0.005
O -3.57915 1.19479 4.81086 0.000
Cl 0.81851 -1.62313 5.30372 0.000
H 2.94557 4.42935 5.00712 0.000
C -1.11640 -1.11894 -2.27046 0.012
C 3.20781 1.00033 -4.10115 0.004
C 4.16116 1.56705 -1.58917 -0.003
H 2.23948 4.00137 -1.11466 0.000
C -0.52888 3.06349 -2.66594 0.026
S -0.10269 4.27956 -3.84645 0.013
F 1.63356 -1.73675 -1.93253 0.003
C -4.65203 -5.06501 -0.37988 0.000
S 1.63373 4.70214 2.99846 0.001
C 2.64258 -2.02159 3.34437 0.002
C 0.79796 3.15797 2.58246 0.006
C -4.20093 1.13472 -2.16545 0.003
H 1.33271 0.57131 -3.15137 0.004
H 3.99154 -2.34387 1.69516 0.000
H 2.49388 -1.25830 0.06649 0.001
C 4.53889 1.39892 -3.93205 -0.007
H 2.83577 0.77828 -5.09281 0.000
S -0.21407 3.19297 1.20216 0.025
N 2.07968 1.16002 -0.56410 0.007
H 2.47128 1.56493 1.46573 0.006
C 5.02629 1.68674 -2.67325 0.003
C -3.97637 1.75438 -3.38903 0.016
H -2.25493 -2.87240 -2.99135 0.000
S -2.50732 1.59773 3.93498 0.000
C 3.04821 -1.93102 2.02544 0.001
S 4.48170 1.91046 0.07981 0.049
F 1.02163 -3.65345 -3.05876 0.000
F 0.81551 -3.54813 -0.76695 0.000
N 1.05850 2.17990 3.38161 -0.003
C 2.71129 3.80878 4.14290 0.000
C 1.40241 -1.50617 3.66780 0.002
H 3.25656 -2.48869 4.10351 0.000
H -0.41702 1.46528 4.15374 0.000
C 0.37328 2.90878 -1.65101 0.007
O -2.29251 3.01527 3.78326 0.000
C -2.79408 -3.54865 -0.30256 0.001
C -1.88766 -2.22424 -2.21759 -0.001
S -2.55552 0.61663 2.19759 0.002
N -5.57241 -7.60715 1.82797 0.001
C -1.39324 -1.53726 -0.18238 0.027